Record 1
Molecular formula: C15H26BBrClF4N3O9PS2
Method: DFT, wB97M-V/def2-TZVPD

Output
Gap between HOMO and LUMO, Eh: 0.28889
Total charge: -1
DFT total energy, eV: -163949.641

```
63
C15H26BBrClF4N3O9PS2, DFT wB97M-V/def2-TZVPD
C 2.0920 3.3349 2.1781
C 1.6398 2.5199 0.9674
Br -0.2871 2.7699 0.7852
C 2.1361 1.0872 1.1161
C 1.7053 0.0145 0.1216
O 2.6699 -1.0865 0.0752
C 3.2898 -1.5361 1.2336
P 5.1179 -0.9967 1.4438
N 5.1987 -0.1858 -0.0628
O 4.9457 0.2726 2.4972
S 3.2481 -3.3693 1.0465
O 3.3780 -3.7101 -0.3235
O 2.2216 -3.9134 1.8689
F 4.5920 -3.7809 1.7513
B 1.7642 0.4994 -1.4281
O 2.3160 1.7204 -1.7476
O 1.2830 -0.3263 -2.3974
C 0.2701 -0.5614 0.4101
Cl 0.1757 -2.3195 -0.0949
N -0.1560 -0.3946 1.7540
C -1.5329 -0.7914 2.0461
C -2.5913 -0.0459 1.2277
C -3.6848 0.5585 2.1090
C -4.7944 1.2356 1.2852
N -5.9948 0.4306 1.1681
C -7.2241 0.7908 1.6334
C -8.1118 -0.1995 1.3314
C -7.3913 -1.2010 0.6431
C -6.0969 -0.7848 0.5611
H 1.4679 3.1457 3.0483
H 3.1206 3.0555 2.4179
H 2.0917 4.3976 1.9445
H 2.0575 2.9807 0.0828
H 1.9414 0.7711 2.1427
H 3.2125 1.1788 1.0175
H 2.7359 -1.3865 2.1622
H 4.9592 -0.7999 -0.8352
H 6.1268 0.1960 -0.2015
H 5.5927 0.9537 2.2787
H 3.1212 1.6757 -2.2716
H 1.9936 -0.8944 -2.7308
H -0.4302 -0.0849 -0.2685
H 0.4424 -0.9164 2.3838
H -1.6906 -1.8684 1.9366
H -1.6982 -0.5650 3.1022
H -3.0731 -0.7609 0.5558
H -2.1532 0.7146 0.5843
H -4.1326 -0.2600 2.6742
H -3.2286 1.2863 2.7806
H -5.0662 2.1782 1.7526
H -4.4193 1.4391 0.2810
H -7.3806 1.7238 2.1471
H -9.1571 -0.1950 1.5876
H -7.7884 -2.1223 0.2530
H -5.2597 -1.2875 0.1084
C 1.9012 -1.2591 -7.0060
F 1.2495 -0.9250 -8.1301
F 1.1525 -2.1697 -6.3634
F 3.0424 -1.8688 -7.3720
S 2.2261 0.2171 -5.9546
O 0.9000 0.7150 -5.6783
O 3.0357 1.0518 -6.8147
O 2.9285 -0.3481 -4.8143
```

Results of the natural (NBO) charge analysis, in e, for atoms 1 through 8:
1. C -0.6220
2. C -0.2211
3. Br -0.0398
4. C -0.4240
5. C -0.1049
6. O -0.5418
7. C -0.4328
8. P 1.1949


Record 2
Molecular formula: C5H7N
Method: DFT, wB97M-V/def2-TZVPD

Output
Gap between HOMO and LUMO, Eh: 0.33047
Total charge: 0
Relative energy (zero: lowest compared OMol25 entry of this formula, charge and spin), kcal/mol: 137.2
DFT total energy, eV: -6782.562

```
13
C5H7N, DFT wB97M-V/def2-TZVPD
C 0.1858 0.3840 2.6190
C 0.3316 0.1760 1.3099
C 0.7375 -0.3891 0.2212
C 0.5253 -0.2232 -1.2628
C -0.8350 -0.3752 -1.8605
N -0.2279 0.9400 -1.7669
H 0.8423 -1.0189 1.3888
H -0.5938 -0.1310 3.1685
H 0.8669 1.0458 3.1338
H 1.3705 -0.4711 -1.9061
H -1.6479 -0.6359 -1.1869
H -0.9374 -0.7590 -2.8746
H -0.6176 1.4576 -0.9834
```

Results of the natural (NBO) charge analysis, in e, for atoms 1 through 8:
1. C -0.5965
2. C -0.0858
3. C -0.2515
4. C -0.1257
5. C -0.2402
6. N -0.5614
7. H 0.4441
8. H 0.2193


Record 3
Molecular formula: C5H7NO
Method: DFT, wB97M-V/def2-TZVPD

Output
Gap between HOMO and LUMO, Eh: 0.37441
SMILES: OCC#C[C@H]1CN1
Total charge: 0
Relative energy (zero: lowest compared OMol25 entry of this formula, charge and spin), kcal/mol: 76.7
DFT total energy, eV: -8832.876

```
14
C5H7NO, DFT wB97M-V/def2-TZVPD
O -0.1058 2.9697 1.4508
C -1.0515 1.9308 1.3004
C -0.4835 0.7025 0.7207
C 0.0194 -0.2978 0.2690
C 0.6380 -1.4852 -0.2822
C 0.1810 -1.9825 -1.6086
N 1.4942 -1.3738 -1.4689
H 0.6256 2.6244 1.9780
H -1.5357 1.6840 2.2577
H -1.8286 2.3247 0.6393
H 0.9958 -2.2050 0.4507
H -0.6137 -1.4248 -2.0999
H 0.1845 -3.0519 -1.7999
H 1.4805 -0.4151 -1.8072
```

Results of the natural (NBO) charge analysis, in e, for atoms 1 through 8:
1. O -0.6957
2. C -0.1334
3. C -0.0331
4. C -0.0318
5. C -0.1639
6. C -0.2352
7. N -0.5562
8. H 0.4688


Record 4
Molecular formula: C5H9NO
Method: DFT, wB97M-V/def2-TZVPD

Output
Gap between HOMO and LUMO, Eh: 0.32601
SMILES: CC1=C[C@@H](O)CN1
Total charge: 0
Relative energy (zero: lowest compared OMol25 entry of this formula, charge and spin), kcal/mol: 34.3
DFT total energy, eV: -8867.727

```
16
C5H9NO, DFT wB97M-V/def2-TZVPD
C 2.1767 -0.7533 -0.0552
C 0.7832 -0.2381 -0.1511
C -0.3461 -0.9330 -0.4130
C -1.5609 -0.0892 -0.3541
O -2.5702 -0.5468 0.5079
C -0.8519 1.4032 0.0479
N 0.5571 1.1115 0.0389
H 2.8008 -0.3201 -0.8403
H 2.1833 -1.8387 -0.1536
H 2.6196 -0.4861 0.9091
H -0.4007 -2.0012 -0.5123
H -2.0527 0.0974 -1.3049
H -2.1613 -0.8584 1.3224
H -1.2095 1.7768 1.0114
H -1.1139 2.0884 -0.7597
H 1.1465 1.5876 0.7067
```

Results of the natural (NBO) charge analysis, in e, for atoms 1 through 8:
1. C -0.6477
2. C 0.2284
3. C -0.3898
4. C 0.0946
5. O -0.7087
6. C -0.2439
7. N -0.6186
8. H 0.2271


Record 5
Molecular formula: C26H29BiN2O4
Method: DFT, wB97M-V/def2-TZVPD

Output
Gap between HOMO and LUMO (spin up / spin down), Eh: 0.17873 / 0.17867
Total charge: 0
DFT total energy, eV: -44438.459

```
62
C26H29BiN2O4, DFT wB97M-V/def2-TZVPD
C 0.2876 1.2473 2.4467
C 0.5474 -0.1503 2.4851
C 1.7615 -0.3959 1.7960
H -0.0510 -0.8902 3.0185
C 2.2573 0.8427 1.3054
C 1.3405 1.8711 1.6970
H 1.4901 2.9455 1.5692
H -0.5032 1.7696 2.9864
H 2.2697 -1.3586 1.7150
H 3.2095 1.0012 0.7957
C -1.2970 -2.0169 -0.7867
C -1.8435 -1.8483 0.5123
C -2.7271 -0.7372 0.4908
H -1.6632 -2.4968 1.3686
C -2.7429 -0.2028 -0.8316
C -1.8406 -1.0014 -1.6364
H -1.7083 -0.9197 -2.7151
H -0.6363 -2.8201 -1.1102
H -3.3536 -0.3884 1.3109
H -3.4060 0.5801 -1.1956
Bi -0.2325 0.8602 -0.4734
O 1.3096 -0.5047 -1.9085
C 2.5770 -1.0233 -1.6412
C 3.2829 -0.0089 -2.4315
H 2.8834 -1.0160 -0.5876
H 2.6570 -2.0002 -2.1289
H 3.9451 0.6742 -1.9149
H 4.8336 1.5090 -3.9906
C 4.1786 0.8405 -4.5541
C 3.2637 0.0096 -3.8288
C 2.3516 -0.7872 -4.5892
H 1.5879 -1.3409 -4.0353
C 2.4360 -0.8520 -5.9693
H 1.7465 -1.4959 -6.5170
C 3.4045 -0.0993 -6.6551
H 3.4838 -0.1778 -7.7417
C 4.2587 0.7600 -5.9425
H 4.9945 1.3640 -6.4778
C -2.4559 3.4057 3.8241
C -2.0162 4.4106 2.7724
C -2.8644 4.4369 1.4635
C -4.3233 4.9171 1.7057
C -5.2420 4.0149 2.4992
C -2.2080 5.4468 0.5124
O -2.4581 6.6489 0.4854
N -1.2335 4.9358 -0.3594
C -0.8672 3.6205 -0.4583
O 0.1228 3.2315 -1.1538
N -1.6125 2.7043 0.2046
C -2.8056 3.0489 0.8049
O -3.7187 2.2172 0.8499
H -3.2080 3.8397 4.4933
H -1.5934 3.1202 4.4399
H -2.8725 2.4955 3.3688
H -2.0351 5.4307 3.1872
H -0.9710 4.2100 2.4849
H -4.2633 5.9042 2.1876
H -4.7733 5.0810 0.7144
H -4.9868 3.9976 3.5611
H -6.2673 4.3820 2.3964
H -5.1907 3.0018 2.0908
H -0.6993 5.5937 -0.9125
```

Results of the natural (NBO) charge analysis, in e, for atoms 1 through 8:
1. C -0.3649
2. C -0.2899
3. C -0.3482
4. H 0.2210
5. C -0.3636
6. C -0.3943
7. H 0.2229
8. H 0.2198


Record 6
Molecular formula: C29H24BClO2PRu
Method: DFT, wB97M-V/def2-TZVPD

Output
Gap between HOMO and LUMO (spin up / spin down), Eh: 0.21628 / 0.23971
Multiplicity: 6
Total charge: 0
DFT total energy, eV: -59624.438
<S²>: 8.76

```
59
C29H24BClO2PRu, DFT wB97M-V/def2-TZVPD
C -0.8394 -1.9577 2.7059
C -0.8120 -2.1978 1.3068
C 0.5504 -2.4850 0.9246
H -1.6940 -2.1712 0.6654
C 1.3712 -2.3927 2.1169
C 0.4822 -2.1504 3.2252
H 0.7521 -2.1309 4.2687
H -1.7675 -1.7165 3.2384
H 0.8903 -2.7419 -0.0793
H 2.4307 -2.5027 2.1347
Ru 0.4709 -0.3984 1.6897
Cl 1.9336 1.4063 1.4865
P 0.2922 -0.3361 -1.2113
C 1.3501 -1.4380 -2.2720
C 0.9179 -2.0635 -3.4553
H -0.1361 -2.0547 -3.7535
C 1.8248 -2.7134 -4.2956
H 1.4686 -3.1976 -5.2085
C 3.1782 -2.7718 -3.9643
H 3.8845 -3.3202 -4.5973
C 3.6269 -2.1612 -2.7853
H 4.6807 -2.2167 -2.5067
C 2.7270 -1.5079 -1.9398
H 3.0899 -1.0450 -1.0155
C -1.3214 -0.7541 -2.0506
C -1.9226 -2.0006 -1.7442
H -1.4404 -2.7040 -1.0591
C -3.1424 -2.3670 -2.3043
H -3.6362 -3.2693 -1.9401
C -3.7219 -1.5754 -3.2977
H -4.6822 -1.8689 -3.7346
C -3.0806 -0.4025 -3.6959
H -3.5114 0.2064 -4.4895
C -1.9054 0.0200 -3.0679
H -1.4445 0.9528 -3.4072
C 0.6219 1.2407 -2.1254
C 1.3088 1.3281 -3.3489
H 1.7672 0.4503 -3.8160
C 1.4181 2.5537 -4.0111
H 1.9525 2.6065 -4.9628
C 0.8855 3.7127 -3.4536
H 1.0367 4.6866 -3.9329
C 0.1821 3.6387 -2.2454
H -0.2297 4.5358 -1.7877
C 0.0302 2.4150 -1.5919
H -0.5350 2.3679 -0.6573
O -0.5419 0.3020 4.4992
B -0.1306 0.8395 3.2641
O -0.1092 2.3024 3.4518
C -0.4911 2.5393 4.7446
C -0.4555 3.7136 5.5002
C -0.8466 3.6915 6.8505
C -1.1672 2.4776 7.4634
C -1.0480 1.2852 6.7347
C -0.7664 1.3248 5.3863
H -0.1175 4.6263 5.0497
H -0.9072 4.6207 7.4282
H -1.5206 2.4662 8.4910
H -1.2009 0.3030 7.1825
```

Results of the Löwdin charge analysis, in e, for atoms 1 through 8:
1. C -0.2216
2. C -0.2335
3. C -0.2477
4. H 0.0828
5. C -0.1851
6. C -0.1667
7. H 0.1136
8. H 0.1236


Record 7
Molecular formula: C5H8O2
Method: DFT, wB97M-V/def2-TZVPD

Output
Gap between HOMO and LUMO, Eh: 0.32010
Total charge: 0
Relative energy (zero: lowest compared OMol25 entry of this formula, charge and spin), kcal/mol: 109.3
DFT total energy, eV: -9405.091

```
15
C5H8O2, DFT wB97M-V/def2-TZVPD
O -0.1747 0.3542 -1.3217
C -0.1358 0.2728 0.5775
C 0.9966 -0.6645 0.8186
C 2.3183 0.0132 0.5176
O 2.4529 0.8817 -0.3205
C -1.5212 -0.2787 0.2883
C -1.5728 0.5800 -0.9642
H 0.3251 1.1665 -1.4892
H 0.9546 -0.8892 1.8972
H 0.9888 -1.6425 0.2969
H 3.1978 -0.3339 1.0987
H -2.2456 -0.0137 1.0636
H -1.6279 -1.3487 0.0320
H -2.2187 0.2729 -1.7887
H -1.7376 1.6298 -0.7061
```

Results of the natural (NBO) charge analysis, in e, for atoms 1 through 8:
1. O -0.6459
2. C 0.0809
3. C -0.6505
4. C 0.4674
5. O -0.5351
6. C -0.5427
7. C -0.0563
8. H 0.5242


Record 8
Molecular formula: C4H8NO
Method: DFT, wB97M-V/def2-TZVPD

Output
Gap between HOMO and LUMO, Eh: 0.38370
SMILES: C=C(C=O)[NH2+]C
Total charge: +1
Relative energy (zero: lowest compared OMol25 entry of this formula, charge and spin), kcal/mol: 51.3
DFT total energy, eV: -7805.879

```
14
C4H8NO, DFT wB97M-V/def2-TZVPD
C 0.0915 -1.8569 -0.4334
C 0.2723 -0.5690 -0.1209
C 1.7804 -0.2360 0.3467
O 2.4789 0.7127 0.1457
N -0.4135 0.6450 -0.5975
C -1.2572 1.2696 0.4857
H 0.8031 -2.5802 -0.0987
H -0.7358 -2.2913 -0.9173
H 2.1147 -1.0657 1.0898
H 0.4416 1.3351 -0.7337
H -1.1569 0.4238 -1.2381
H -2.0333 0.6789 0.7293
H -0.6123 1.3501 1.3132
H -1.7734 2.1840 0.0292
```

Results of the natural (NBO) charge analysis, in e, for atoms 1 through 8:
1. C -0.2617
2. C -0.0190
3. C 0.4069
4. O -0.4684
5. N -0.5498
6. C -0.3988
7. H 0.2476
8. H 0.2339


Record 9
Molecular formula: C4H5NO
Method: DFT, wB97M-V/def2-TZVPD

Output
Gap between HOMO and LUMO, Eh: 0.40548
SMILES: CC(=O)CC#N
Total charge: 0
Relative energy (zero: lowest compared OMol25 entry of this formula, charge and spin), kcal/mol: 11.0
DFT total energy, eV: -7766.050

```
11
C4H5NO, DFT wB97M-V/def2-TZVPD
C -0.0397 -0.0037 -1.6353
C -0.4403 0.7742 -0.4117
O -0.6951 1.9612 -0.4597
C -0.4800 -0.0234 0.9442
C 0.5629 -1.0602 0.9988
N 1.3564 -1.8873 1.0367
H -0.1965 0.5562 -2.5286
H 1.0074 -0.3302 -1.5043
H -0.5165 -0.9658 -1.7015
H -0.3704 0.6496 1.8016
H -1.4749 -0.5089 0.9779
```

Results of the natural (NBO) charge analysis, in e, for atoms 1 through 8:
1. C -0.7332
2. C 0.6134
3. O -0.5129
4. C -0.6155
5. C 0.2744
6. N -0.3097
7. H 0.2449
8. H 0.2551


Record 10
Molecular formula: C9H12N3O
Method: DFT, wB97M-V/def2-TZVPD

Output
Gap between HOMO and LUMO (spin up / spin down), Eh: 0.26998 / 0.26996
Total charge: +1
Relative energy (zero: lowest compared OMol25 entry of this formula, charge and spin), kcal/mol: 133.9
DFT total energy, eV: -16033.836

```
25
C9H12N3O, DFT wB97M-V/def2-TZVPD
C -1.6303 1.3267 -0.3956
C -1.5185 -1.1132 0.3500
C -3.0548 1.2009 -0.4778
C -3.0782 -1.1170 0.2718
C -0.8855 0.1348 -0.0108
C -3.7485 0.0120 -0.1020
C 4.4263 -1.9230 -0.3245
C 3.3356 -2.4485 -0.2762
C 2.5578 0.8483 0.0489
N 3.5315 1.7088 0.2136
N 0.3937 0.0765 0.2986
N 1.2828 1.1272 0.2853
O -5.0631 0.1488 0.0224
H -1.1776 2.2647 -0.6608
H -1.4140 -1.7787 -0.5721
H -3.6933 1.9337 -0.8465
H -3.4969 -2.1076 0.5102
H 5.4856 -1.6133 -0.4016
H -0.9162 -1.5244 1.0903
H 2.2813 -2.5138 0.0017
H 2.8738 -0.1864 -0.1599
H 4.5118 1.4680 -0.0061
H 3.4063 2.6670 0.5784
H 0.9415 2.1246 0.3484
H -5.3512 -0.7160 0.2143
```

Results of the natural (NBO) charge analysis, in e, for atoms 1 through 8:
1. C -0.3053
2. C -0.4884
3. C -0.0729
4. C -0.2026
5. C 0.2761
6. C 0.2231
7. C -0.2754
8. C -0.2218


Record 11
Molecular formula: CH5NOP
Method: DFT, wB97M-V/def2-TZVPD

Output
Gap between HOMO and LUMO, Eh: 0.24471
Total charge: -1
Relative energy (zero: lowest compared OMol25 entry of this formula, charge and spin), kcal/mol: 127.0
DFT total energy, eV: -13939.378

```
9
CH5NOP, DFT wB97M-V/def2-TZVPD
C -0.1620 -0.0948 -0.7892
N 1.8231 -1.6619 2.1766
O 1.1666 -0.7395 3.0294
P 0.8034 -0.6645 1.3128
H -0.0655 1.0187 -0.4279
H 0.2177 -0.3399 -1.8120
H -1.1304 -0.7364 -0.4893
H 1.2453 0.7051 1.3875
H -0.5736 -0.6986 1.6528
```

Results of the natural (NBO) charge analysis, in e, for atoms 1 through 8:
1. C -1.0295
2. N -0.6722
3. O -0.7670
4. P 1.1268
5. H 0.1931
6. H 0.1817
7. H 0.1894
8. H -0.1120


Record 12
Molecular formula: C7H13NO
Method: DFT, wB97M-V/def2-TZVPD

Output
Gap between HOMO and LUMO, Eh: 0.36527
SMILES: NC1(C=O)CC1.C=CC
Total charge: 0
Relative energy (zero: lowest compared OMol25 entry of this formula, charge and spin), kcal/mol: 51.8
DFT total energy, eV: -11005.507

```
22
C7H13NO, DFT wB97M-V/def2-TZVPD
N 1.3869 0.7543 1.3024
C 1.2029 -0.4328 0.5451
C 0.1951 -1.3958 1.0219
O -0.5166 -1.2284 1.9816
C 2.4192 -1.0225 -0.1579
C 1.3972 -0.3574 -1.0059
H 1.0285 1.5750 0.8262
H 0.7777 0.7194 2.1694
H 0.1312 -2.3288 0.4266
H 2.5057 -2.0993 -0.1880
H 3.3485 -0.5094 0.0409
H 0.7680 -0.9675 -1.6352
H 1.6237 0.6207 -1.3978
C -1.2946 1.8099 0.2828
C -1.4856 1.0347 -0.7789
C -2.2867 -0.2244 -0.7658
H -1.7342 1.5654 1.2379
H -0.8454 2.7851 0.1774
H -1.1276 1.3435 -1.7531
H -1.7309 -1.0443 -1.2163
H -3.1975 -0.0949 -1.3597
H -2.5654 -0.5024 0.2463
```

Results of the natural (NBO) charge analysis, in e, for atoms 1 through 8:
1. N -0.8285
2. C -0.0128
3. C 0.4372
4. O -0.5494
5. C -0.4031
6. C -0.3994
7. H 0.3721
8. H 0.3870